This record from the OMol25 dataset describes a cluster of 2 separate species, C5H6O2 in total in a non-equilibrium geometry. The level of theory is ωB97M-V/def2-TZVPD.

Results
Strongest force on any atom ... 1.4 eV/A
Total charge ... 0
Spin multiplicity ... 1
LUMO ... 0.6 eV
Relative energy (zero: lowest compared OMol25 entry of this formula, charge and spin) ... 171.4 kJ/mol

Geometry as XYZ:
```
13
Properties=species:S:1:pos:R:3:forces:R:3
C 0.945892 -1.667653 -0.205251 -0.291 -0.074 -0.117
C 1.047073 -0.537814 0.443958 -0.515 0.149 -0.034
C 0.488231 0.567884 0.876708 0.814 -0.065 0.231
C 0.438340 1.848404 0.097520 0.194 0.107 0.010
H -0.068050 -1.834532 -0.581893 0.706 -0.412 -0.065
H 1.644571 -2.460183 -0.438617 0.300 0.310 0.265
H -0.014217 0.556242 1.843241 0.345 0.028 0.020
H 0.692833 1.683510 -0.954287 0.030 0.022 0.200
H 1.153382 2.548974 0.531865 -0.046 0.183 -0.143
H -0.558681 2.303878 0.145725 0.219 -0.167 0.089
O -1.652066 -0.039084 -0.000029 -0.746 -0.616 -0.491
C -1.875566 -1.019241 -0.581708 -1.344 0.408 -0.126
O -2.241741 -1.950384 -1.177232 0.333 0.127 0.160
```
Forces are in eV/Å.

Atomic partial charges in e from the natural (NBO) method, atoms 1 to 4:
1 C -0.4893
2 C 0.0556
3 C -0.1969
4 C -0.6364


This record from the OMol25 dataset describes a structure of composition C32H30CoF5NO3S. The level of theory is ωB97M-V/def2-TZVPD.

Results
Strongest force on any atom ... 0.5 eV/A
Expectation value of S² ... 6.0214
Total charge ... -1
Spin multiplicity ... 5
LUMO (alpha / beta) ... 2.7 / 2.1 eV
Relative energy (zero: lowest compared OMol25 entry of this formula, charge and spin) ... 0.0 kJ/mol

Geometry as XYZ:
```
73
Properties=species:S:1:pos:R:3:forces:R:3
Co 0.950120 0.415744 0.123186 -0.418 -0.144 -0.075
O 3.016240 -0.280292 3.601931 -0.029 -0.003 0.061
C 2.637396 -0.021662 2.468799 -0.113 0.098 -0.039
O 1.442790 0.212205 2.074065 0.046 -0.112 0.093
C 3.675940 0.062710 1.362181 0.050 0.039 -0.057
C 5.028497 -0.136502 1.593294 0.023 0.005 0.004
C 5.901537 -0.000513 0.529503 0.025 -0.018 -0.008
C 5.400359 0.335337 -0.722856 -0.004 0.002 0.020
C 4.034860 0.508480 -0.861940 -0.029 -0.032 0.019
N 3.198807 0.366164 0.162363 0.032 0.092 -0.080
H 5.348254 -0.382283 2.595913 0.004 -0.009 -0.010
H 6.964952 -0.152827 0.668794 0.000 0.019 0.002
H 6.052665 0.461596 -1.576450 0.002 -0.001 0.008
H 3.581202 0.767735 -1.811713 -0.026 -0.034 0.005
C -2.582000 3.187061 2.189410 -0.066 -0.038 -0.017
S -0.905472 2.860064 2.754423 0.076 0.016 0.009
C -1.209733 1.363339 3.704072 0.028 0.032 0.049
H -3.212893 3.585308 2.985784 -0.004 -0.017 -0.009
H -3.027033 2.269438 1.799441 0.009 0.022 -0.024
H -2.525383 3.916516 1.380960 -0.001 -0.001 0.026
H -1.640677 0.604440 3.053739 -0.012 -0.010 -0.018
H -1.866030 1.556292 4.554469 0.020 0.003 -0.001
H -0.241923 1.002478 4.048731 -0.008 -0.007 -0.022
C -5.786368 -1.853198 -0.700835 0.041 0.002 0.014
C -4.750313 -2.666227 -0.254223 0.012 0.049 -0.002
C -3.514522 -2.126086 0.069703 -0.019 -0.023 -0.049
C -3.283609 -0.750942 -0.042266 0.137 0.095 0.143
C -4.329574 0.048706 -0.506441 -0.098 0.032 -0.017
C -5.567571 -0.488957 -0.829578 0.046 -0.011 0.026
C -1.984606 -0.088500 0.240401 -0.345 -0.032 -0.047
C -0.845420 -0.603355 0.683421 0.493 -0.116 0.013
C -0.550655 -1.911437 1.275561 -0.235 0.263 -0.048
C -1.180174 -2.299326 2.463239 0.024 -0.091 0.136
C -0.852052 -3.489998 3.091880 -0.046 0.085 -0.028
C 0.115833 -4.325749 2.549513 0.014 0.002 -0.017
C 0.749278 -3.952148 1.372669 -0.011 0.054 -0.067
C 0.426338 -2.756007 0.745934 0.093 -0.122 -0.052
H -6.749032 -2.280437 -0.953345 0.005 -0.003 0.002
H -4.903746 -3.735028 -0.161383 0.001 0.009 0.000
H -2.719193 -2.778269 0.402742 -0.026 0.007 -0.015
H -4.155390 1.113183 -0.624597 -0.010 -0.016 0.006
H -6.359493 0.158764 -1.186308 0.005 -0.003 -0.001
H -1.976499 0.963558 -0.036388 -0.025 -0.054 -0.110
H -1.934420 -1.649204 2.889404 0.004 -0.009 0.012
H -1.350927 -3.763806 4.013998 0.005 0.003 -0.001
H 0.383055 -5.249416 3.047233 -0.001 -0.006 -0.006
H 1.513316 -4.588534 0.942491 0.003 -0.010 -0.003
H 0.934288 -2.459247 -0.165150 0.009 0.001 0.063
F 2.539606 3.043030 1.029490 -0.043 -0.022 -0.061
C 1.656559 3.352134 0.050890 0.081 0.134 0.213
C 0.740090 2.420793 -0.387957 0.249 -0.177 0.027
C -0.103673 2.873088 -1.374978 -0.176 0.005 -0.145
F -1.050601 2.060273 -1.914037 0.066 0.012 0.046
C -0.065430 4.151954 -1.904058 -0.060 0.103 -0.058
F -0.918665 4.540597 -2.871649 0.044 -0.023 0.053
C 0.874419 5.045819 -1.430371 0.012 0.110 -0.039
F 0.939622 6.294610 -1.924231 -0.025 -0.075 0.016
C 1.748048 4.643068 -0.438958 0.014 0.050 0.015
F 2.665292 5.511207 0.023200 -0.028 -0.024 -0.011
C 0.978865 0.147305 -3.866880 0.035 0.084 -0.034
C 0.761252 -0.898099 -2.772820 -0.236 0.062 0.027
C 1.718908 -2.071589 -2.980703 0.075 -0.047 0.019
C -0.686611 -1.389542 -2.805591 -0.074 -0.035 -0.016
O 1.006639 -0.307637 -1.535920 0.358 -0.162 0.085
H 0.739147 -0.257917 -4.854344 0.020 0.004 0.032
H 2.021412 0.477923 -3.870413 -0.023 -0.007 -0.001
H 0.343208 1.013004 -3.677466 0.011 -0.030 -0.016
H 1.637716 -2.469500 -3.996209 -0.007 -0.004 0.028
H 1.497642 -2.878400 -2.277853 0.014 0.028 -0.016
H 2.747716 -1.743424 -2.813091 -0.017 -0.003 -0.023
H -0.918164 -1.877949 -3.757054 0.010 0.008 0.018
H -1.367458 -0.548522 -2.661632 0.021 -0.028 -0.005
H -0.856562 -2.101395 -1.993135 -0.003 0.029 -0.041
```
Forces are in eV/Å.

Atomic partial charges in e from the Mulliken method, atoms 1 to 4:
1 Co -1.5255
2 O -0.8045
3 C 0.1699
4 O -0.3627


This record from the OMol25 dataset describes a cluster of 2 separate species, C4H11ClN3 in total in a non-equilibrium geometry. The level of theory is ωB97M-V/def2-TZVPD.

Results
Strongest force on any atom ... 4.4 eV/A
Total charge ... +1
Spin multiplicity ... 1
LUMO (alpha / beta) ... -4.8 / -4.7 eV
Relative energy (zero: lowest compared OMol25 entry of this formula, charge and spin) ... 452.6 kJ/mol

Geometry as XYZ:
```
19
Properties=species:S:1:pos:R:3:forces:R:3
C -0.272877 -0.372587 1.433052 -2.360 -0.553 -1.136
C -0.989149 1.927830 1.973588 0.680 -1.070 0.010
C -1.053228 -0.422905 -1.957003 0.807 -2.165 2.200
C 1.986751 0.323267 -0.110674 1.224 0.572 0.609
N -1.136678 0.735000 1.401206 0.723 -0.409 1.432
N 0.062655 0.291662 -1.317518 -2.068 0.559 -3.135
N 0.730475 -0.320013 -0.510712 2.594 -2.456 2.508
Cl 0.442987 2.374307 2.804021 -0.511 -0.603 -0.537
H 0.339551 -0.432974 2.266452 1.403 0.284 1.339
H -0.798939 -1.348668 1.242724 0.276 1.337 0.096
H -1.795240 2.604160 2.186298 -0.436 -0.013 -0.706
H -1.798364 0.254378 -1.981562 -2.649 2.472 -0.091
H -1.033381 -0.783265 -2.951736 1.322 -0.130 -1.241
H -1.483559 -1.296120 -1.394132 0.821 0.544 0.066
H 2.720194 -0.036861 -0.881792 -0.461 0.948 0.618
H 1.726061 1.407425 -0.130904 0.838 -0.788 -0.218
H 2.409287 0.052054 0.915542 -1.104 0.043 -1.430
H -2.032369 0.492180 0.992897 -0.175 0.688 -0.009
H 0.845721 -1.360192 -0.442262 -0.922 0.741 -0.377
```
Forces are in eV/Å.

Atomic partial charges in e from the natural (NBO) method, atoms 1 to 4:
1 C -0.3924
2 C 0.0447
3 C -0.4935
4 C -0.4346


This record from the OMol25 dataset describes a structure of composition C5H8O. The level of theory is ωB97M-V/def2-TZVPD.

Results
Strongest force on any atom ... 0.3 eV/A
Total charge ... 0
Spin multiplicity ... 1
LUMO ... 0.1 eV
Relative energy (zero: lowest compared OMol25 entry of this formula, charge and spin) ... 701.6 kJ/mol

Geometry as XYZ:
```
14
Properties=species:S:1:pos:R:3:forces:R:3
C 0.834293 -0.659606 0.454295 -0.222 -0.035 0.119
C -0.250942 -0.437326 1.481156 -0.009 -0.068 0.083
C -1.249259 0.314274 0.546490 0.018 0.070 -0.181
C -0.908792 0.663497 -0.708310 -0.038 -0.060 0.153
C 0.559701 0.620896 -1.116676 -0.087 0.140 0.000
O 1.250961 0.607525 0.039302 0.107 0.014 -0.026
H 1.787583 -1.205054 -0.794766 -0.148 0.096 -0.108
H 0.253574 -1.201288 -0.280278 0.177 0.033 -0.034
H -0.684321 -1.383862 1.818454 0.063 0.152 -0.047
H 0.000338 0.179727 2.350708 -0.048 -0.050 -0.113
H -2.205634 0.614593 0.967409 0.137 -0.032 -0.087
H -1.616756 1.161914 -1.365392 0.108 -0.093 0.088
H 0.898906 1.352974 -1.850912 -0.040 -0.122 0.095
H 1.330350 -0.628264 -1.541477 -0.017 -0.044 0.057
```
Forces are in eV/Å.

Atomic partial charges in e from the natural (NBO) method, atoms 1 to 4:
1 C 0.0303
2 C -0.4848
3 C -0.1752
4 C -0.2611


This record from the OMol25 dataset describes a structure of composition C4H3LiO6Y in a non-equilibrium geometry. The level of theory is ωB97M-V/def2-TZVPD.

Results
Strongest force on any atom ... 3.9 eV/A
Total charge ... +1
Spin multiplicity ... 1
LUMO (alpha / beta) ... -5.2 / -5.6 eV
Relative energy (zero: lowest compared OMol25 entry of this formula, charge and spin) ... 0.0 kJ/mol

Geometry as XYZ:
```
15
Properties=species:S:1:pos:R:3:forces:R:3
O -2.659424 0.997268 2.774353 -1.706 0.784 0.762
C -2.293101 0.525543 1.657692 0.408 -0.238 -0.632
O -3.123529 0.450450 0.704961 -1.568 0.402 0.233
O -1.041706 0.141055 1.537433 -0.670 0.236 0.904
C -0.625016 -0.543487 0.400834 0.783 0.016 -1.206
O 0.989499 -0.860511 -1.234141 -0.360 -0.357 0.481
C 2.035394 -0.336269 -1.957420 0.576 -0.494 -0.083
C 0.603382 -0.275030 -0.064063 -1.084 0.842 -0.643
O 2.638260 0.667941 -1.533560 0.211 0.528 -0.154
O 2.321646 -0.975993 -2.988404 0.142 0.475 -0.178
Y -4.922022 1.435664 2.147986 3.604 -1.244 -0.658
Li 3.728873 0.453485 -3.282643 -0.744 -0.447 0.630
H -1.346305 -1.188825 -0.097361 0.249 0.066 0.341
H 1.198426 0.567482 0.292085 0.074 -0.512 0.126
H 2.495623 -1.058772 1.642248 0.083 -0.058 0.077
```
Forces are in eV/Å.

Atomic partial charges in e from the natural (NBO) method, atoms 1 to 4:
1 O -0.8203
2 C 0.9920
3 O -0.8162
4 O -0.4518


This record from the OMol25 dataset describes a cluster of 2 separate species, CH3BrS in total in a non-equilibrium geometry. The level of theory is ωB97M-V/def2-TZVPD.

Results
Strongest force on any atom ... 3.4 eV/A
Expectation value of S² ... 2.0065
Total charge ... 0
Spin multiplicity ... 3
LUMO (alpha / beta) ... 0.5 / -3.1 eV
Relative energy (zero: lowest compared OMol25 entry of this formula, charge and spin) ... 312.3 kJ/mol

Geometry as XYZ:
```
6
Properties=species:S:1:pos:R:3:forces:R:3
C -0.519345 0.448692 -0.223926 -0.657 1.137 -2.770
S 0.630387 -0.445256 -1.289696 -0.437 3.274 0.959
Br -2.269903 -0.216123 -0.209350 -0.505 -0.296 0.135
H 0.186686 0.032160 1.073458 1.285 -0.778 1.746
H -0.597226 1.580980 -0.027768 0.987 -1.939 -0.768
H 0.322203 -1.628813 -0.859553 -0.673 -1.398 0.698
```
Forces are in eV/Å.

Atomic partial charges in e from the natural (NBO) method, atoms 1 to 4:
1 C -0.7098
2 S 0.2731
3 Br 0.1080
4 H -0.0577


This record from the OMol25 dataset describes a structure of composition CHI2NO in a non-equilibrium geometry. The level of theory is ωB97M-V/def2-TZVPD.

Results
Strongest force on any atom ... 1.7 eV/A
Total charge ... 0
Spin multiplicity ... 1
LUMO (alpha / beta) ... -2.3 / -2.3 eV
Relative energy (zero: lowest compared OMol25 entry of this formula, charge and spin) ... 203.0 kJ/mol

Geometry as XYZ:
```
6
Properties=species:S:1:pos:R:3:forces:R:3
C 0.768590 -0.270610 1.282651 0.408 -0.971 1.335
N -1.730716 -0.409105 -1.082204 -0.285 0.344 -0.575
O 1.753977 -0.749582 1.566850 -0.281 0.235 -0.103
I 0.940221 2.395163 -0.031494 -0.144 0.079 -0.513
I 0.059031 0.088706 -1.435672 -0.225 0.382 -0.570
H -1.791104 -1.054572 -0.300132 0.528 -0.069 0.426
```
Forces are in eV/Å.

Atomic partial charges in e from the natural (NBO) method, atoms 1 to 4:
1 C 0.4207
2 N -0.9922
3 O -0.5132
4 I -0.2034


This record from the OMol25 dataset describes the molecule C22H20N2O2 in a non-equilibrium geometry. The level of theory is ωB97M-V/def2-TZVPD.

Results
Strongest force on any atom ... 4.5 eV/A
Total charge ... 0
Spin multiplicity ... 1
LUMO ... 0.8 eV
Relative energy (zero: lowest compared OMol25 entry of this formula, charge and spin) ... 391.7 kJ/mol

Geometry as XYZ:
```
46
Properties=species:S:1:pos:R:3:forces:R:3
N -1.826772 -0.661068 -4.915931 -0.030 -0.735 2.157
C -0.544603 -0.519605 -5.504575 0.760 0.585 -0.265
C 0.597857 -0.320314 -4.462784 0.280 -0.281 -0.452
O 0.210414 0.481242 -3.351731 -0.730 0.700 -0.596
C 0.920166 0.476700 -2.193092 -0.328 0.396 0.793
C 2.319421 0.428320 -2.120095 -0.631 0.165 -0.628
C 2.943656 0.425659 -0.868677 -2.071 0.172 0.504
C 2.220760 0.535689 0.350044 1.227 -0.577 -1.482
C 0.856658 0.605009 0.251374 -2.694 0.822 -0.817
C 0.165019 0.641879 -1.002796 0.730 -0.604 -0.374
C -1.260424 0.786949 -0.726584 -1.843 0.210 -1.504
C -2.433403 0.991064 -1.527815 -1.216 -0.512 3.340
C -3.719569 1.163805 -0.843724 2.118 1.280 -2.129
C -3.778319 1.361066 0.547425 -0.480 0.059 0.093
C -2.620612 1.190053 1.299989 0.657 -0.850 -2.565
C -1.425842 0.836402 0.658020 0.922 0.391 -1.837
N -0.157746 0.752132 1.200678 -0.512 0.093 2.010
C -0.099532 0.798601 2.652145 2.001 -0.323 -0.702
C 0.781249 -0.362097 3.110773 1.004 1.041 2.686
C 1.552606 -0.120545 4.320311 0.126 -1.168 -2.473
C 2.441005 -1.095377 4.740241 -0.514 -1.396 -0.476
C 2.463278 -2.377950 4.222928 -2.712 0.839 -3.437
C 1.628705 -2.635314 3.049795 1.417 0.161 2.769
C 0.881194 -1.616801 2.508552 -0.065 -0.260 0.407
C -1.474958 0.664141 3.270024 -0.848 0.384 -0.935
O -2.534494 1.407492 2.583587 0.428 -0.159 3.492
H -2.023953 0.104894 -4.294277 -0.009 0.084 0.124
H -2.548627 -0.712053 -5.576092 -0.999 -0.124 -1.068
H -0.620063 0.323613 -6.181577 0.837 0.443 -0.423
H -0.328520 -1.413556 -6.121889 0.213 0.392 0.416
H 0.832824 -1.274148 -4.023725 0.333 -0.692 -0.091
H 1.499666 0.081068 -4.986569 -0.620 -0.188 0.394
H 2.867703 0.495781 -3.084122 -0.168 -0.400 0.984
H 3.977111 0.285831 -0.871685 1.578 0.055 0.310
H 2.719361 0.468963 1.288895 0.321 0.051 0.483
H -2.381361 0.970065 -2.574100 -0.032 0.062 -1.136
H -4.561443 1.481337 -1.519883 0.712 -0.724 1.033
H -4.717339 1.725807 1.035431 1.001 -0.553 -0.423
H 0.383259 1.738938 3.007403 -0.337 -0.433 -0.351
H 1.723754 0.836137 4.765254 -0.690 0.707 0.021
H 3.171593 -0.979549 5.481756 0.650 0.938 1.267
H 3.149227 -3.070860 4.576744 0.969 -1.333 0.635
H 1.456998 -3.612966 2.604119 0.698 0.039 0.176
H 0.437111 -2.007982 1.617884 -0.964 1.016 -0.649
H -1.441858 1.118489 4.226710 -0.001 0.209 1.006
H -1.701156 -0.396943 3.381644 -0.489 0.020 -0.286
```
Forces are in eV/Å.

Atomic partial charges in e from the natural (NBO) method, atoms 1 to 4:
1 N -0.8321
2 C -0.2234
3 C -0.0609
4 O -0.5238


Q: The highest strongest force on any atom belongs to which entry?
A: C22H20N2O2